#i
Density functional theory data (the ωB97M-V functional and the def2-TZVPD basis) for 3 unconnected molecules or ions with the total composition C2H9NO.

Properties
gap between HOMO and LUMO = 10.87 eV
HOMO level = -0.357 Eh
structure (SMILES) = [H][H].C1CO1.N

The geometry in XYZ format:
```
13
Properties=species:S:1:pos:R:3:nbo_charge:R:1
H -2.76294 1.87290 0.23493 0.00
H -2.05600 1.62206 0.34078 -0.01
C -0.19952 0.61839 -0.43135 -0.12
C -0.00763 0.90325 1.00440 -0.13
O 1.08383 0.44509 0.15855 -0.52
H -0.68500 -0.33633 -0.62208 0.20
H -0.28954 1.38561 -1.17078 0.20
H -0.33193 0.25093 1.75184 0.18
H 0.15682 1.86271 1.45798 0.19
N 1.09439 -2.17431 -0.89437 -1.08
H 1.79027 -2.90084 -0.98743 0.36
H 1.55343 -1.27413 -0.83822 0.38
H 0.65383 -2.27534 -0.00426 0.35
```

***

#ii
Density functional theory data (the ωB97M-V functional and the def2-TZVPD basis) for 3 unconnected molecules or ions with the total composition C2H9NO.

Properties
gap between HOMO and LUMO = 7.09 eV
HOMO level = -0.343 Eh

The geometry in XYZ format:
```
13
Properties=species:S:1:pos:R:3:nbo_charge:R:1
N -2.52032 -0.72500 -0.24035 -1.05
H -2.62341 -0.51513 -1.23411 0.35
H 0.04463 0.56761 2.68825 -0.02
H -1.62609 -1.23433 -0.29683 0.37
H -2.12345 0.13919 0.13135 0.34
C 1.02006 0.51806 -0.91963 -0.17
O 0.17925 -0.37712 -1.45924 -0.58
C 1.83640 -0.24088 0.01506 0.06
H 0.50276 1.26963 -0.21560 0.14
H 1.59037 1.02058 -1.70083 0.17
H 2.88688 -0.47354 -0.16821 0.18
H 1.48504 -0.61615 0.96515 0.19
H -0.65212 0.66707 2.43500 0.02
```

***

Each structure's energy above the most stable one, in hartree: #i 0.0000; #ii 0.1078.

***

#i
Density functional theory data (the ωB97M-V functional and the def2-TZVPD basis) for C5H8 in the gas phase.

Properties
gap between HOMO and LUMO = 10.21 eV
HOMO level = -0.329 Eh
structure (SMILES) = C1=CCCC1

The geometry in XYZ format:
```
13
Properties=species:S:1:pos:R:3:nbo_charge:R:1
C -0.68914 -0.82610 0.82981 -0.21
C -1.20890 0.38664 0.57583 -0.18
C -0.39302 1.09826 -0.47960 -0.44
C 0.93216 0.27773 -0.54332 -0.40
C 0.57749 -1.10132 0.05318 -0.44
H -0.63448 -1.38723 1.78137 0.21
H -2.12517 0.78656 1.01397 0.21
H -0.93095 1.07310 -1.43119 0.21
H -0.23755 2.15222 -0.21820 0.21
H 1.30549 0.17891 -1.56755 0.21
H 1.71371 0.78900 0.04169 0.20
H 0.31759 -1.83459 -0.71755 0.21
H 1.37277 -1.59318 0.66158 0.21
```

***

#ii
Density functional theory data (the ωB97M-V functional and the def2-TZVPD basis) for C5H8 in the gas phase.

Properties
gap between HOMO and LUMO = 10.29 eV
HOMO level = -0.332 Eh
structure (SMILES) = C1=CCCC1

The geometry in XYZ format:
```
13
Properties=species:S:1:pos:R:3:nbo_charge:R:1
C -0.50800 0.93656 -0.83158 -0.19
C 0.81253 0.79671 -0.73867 -0.19
C 1.19089 -0.29753 0.23253 -0.44
C -0.16778 -0.67227 0.87421 -0.39
C -1.23174 -0.18376 -0.12546 -0.44
H -1.02848 1.75826 -1.30964 0.21
H 1.55106 1.41154 -1.24689 0.21
H 1.68766 -1.15769 -0.23645 0.21
H 1.89288 0.10198 0.97427 0.21
H -0.25336 -1.73682 1.10979 0.21
H -0.28865 -0.11342 1.80924 0.20
H -1.48551 -0.96929 -0.85382 0.20
H -2.17151 0.12572 0.34247 0.21
```

***

#iii
Density functional theory data (the ωB97M-V functional and the def2-TZVPD basis) for C5H8 in the gas phase.

Properties
gap between HOMO and LUMO = 4.49 eV
HOMO level = -0.228 Eh

The geometry in XYZ format:
```
13
Properties=species:S:1:pos:R:3:nbo_charge:R:1
C -2.13991 0.38064 1.23835 -0.48
C -1.28897 -0.05869 0.15798 -0.54
C 0.29224 -0.04142 0.19031 -0.09
C 1.10618 -0.18996 -0.96988 -0.28
C 2.55444 -0.04189 -0.90048 -0.36
H -2.53082 1.38127 1.26131 0.19
H -2.42746 -0.27634 2.06583 0.19
H -1.70935 -1.01888 0.63209 0.35
H -1.37766 -0.01756 -0.96072 0.20
H 0.64774 0.15172 1.21568 0.20
H 0.67272 -0.45134 -1.92810 0.22
H 3.13395 -0.45207 -1.75110 0.19
H 3.06691 0.63451 -0.25127 0.20
```

***

#iv
Density functional theory data (the ωB97M-V functional and the def2-TZVPD basis) for C5H8 in the gas phase.

Properties
gap between HOMO and LUMO = 10.29 eV
HOMO level = -0.329 Eh
structure (SMILES) = CCC1C=C1

The geometry in XYZ format:
```
13
Properties=species:S:1:pos:R:3:nbo_charge:R:1
C 1.71487 0.48608 -0.62682 -0.60
C 0.61730 -0.15619 0.27540 -0.41
C -0.70217 0.38171 0.05932 -0.25
C -1.97279 -0.73570 -0.32146 -0.17
C -1.83544 -0.27652 0.87541 -0.20
H 1.88290 1.45308 -0.40480 0.19
H 1.43410 0.44882 -1.63989 0.20
H 2.54947 -0.07992 -0.37120 0.21
H 0.93167 -0.05317 1.40138 0.19
H 0.67104 -1.33781 -0.01381 0.20
H -0.76752 1.43307 -0.16585 0.20
H -2.34096 -1.44330 -0.97384 0.22
H -2.18245 -0.12017 1.90615 0.22
```

***

Each structure's energy above the most stable one, in hartree: #i 0.0164; #ii 0.0000; #iii 0.2538; #iv 0.1251.

***

#i
Density functional theory data (the ωB97M-V functional and the def2-TZVPD basis) for 2 unconnected molecules or ions with the total composition C3H9O2.

Properties
gap between HOMO and LUMO = 6.36 eV
HOMO level = -0.081 Eh
total charge = -1

The geometry in XYZ format:
```
14
Properties=species:S:1:pos:R:3:nbo_charge:R:1
C 0.06430 0.08917 -0.87815 -0.02
O -0.70585 -1.02039 -0.70449 -0.98
C -0.10221 1.23841 0.17933 -0.45
C -1.48895 1.17508 0.84009 -0.64
H -0.14970 0.41534 -1.94340 0.07
H 1.16301 -0.13459 -0.79630 0.07
H -0.02936 2.21865 -0.33949 0.16
H 0.85111 1.25315 0.71605 0.18
H -1.92499 0.22172 0.55777 0.26
H -2.14005 1.95268 0.41398 0.17
H -1.38481 1.41870 1.90262 0.18
H 1.44729 -2.55330 -0.45418 0.51
H 2.14632 -3.57556 0.44352 0.45
O 2.25390 -2.69906 0.06265 -0.96
```

***

#ii
Density functional theory data (the ωB97M-V functional and the def2-TZVPD basis) for 2 unconnected molecules or ions with the total composition C3H9O2.

Properties
gap between HOMO and LUMO = 6.60 eV
HOMO level = -0.084 Eh
total charge = -1

The geometry in XYZ format:
```
14
Properties=species:S:1:pos:R:3:nbo_charge:R:1
C 0.08178 0.56162 1.17141 0.07
O -0.19822 -0.36872 2.06363 -0.95
C -1.15522 0.75623 -0.08901 -0.51
C -0.77626 -0.18656 -1.24560 -0.63
H 1.01439 0.25165 0.60532 0.02
H 0.19975 1.57353 1.70822 0.06
H -0.93680 1.75558 -0.29216 0.18
H -2.09043 0.52752 0.49877 0.20
H -1.77548 -0.59518 -1.63909 0.18
H -0.01637 -0.97483 -0.97925 0.21
H -0.28778 0.22290 -2.12107 0.19
H 2.02008 -0.46029 0.50819 0.47
H 1.65160 -1.93526 -0.00572 0.47
O 2.26895 -1.12819 -0.18365 -0.97
```

***

Each structure's energy above the most stable one, in hartree: #i 0.0000; #ii 0.0368.

***

#i
Density functional theory data (the ωB97M-V functional and the def2-TZVPD basis) for 2 unconnected molecules or ions with the total composition C3H9O2.

Properties
gap between HOMO and LUMO = 6.75 eV
HOMO level = -0.088 Eh
total charge = -1

The geometry in XYZ format:
```
14
Properties=species:S:1:pos:R:3:nbo_charge:R:1
C 0.20487 -1.01738 -0.85533 0.00
O 0.13246 -2.30400 -0.57738 -0.93
C -0.83538 -0.17492 -0.06245 -0.42
C -0.64335 -0.25467 1.47511 -0.62
H 1.21060 -0.54341 -0.81906 0.04
H 0.09647 -0.70691 -1.95328 0.05
H -0.78789 0.88372 -0.38406 0.13
H -1.86609 -0.31399 -0.25639 0.19
H -1.64387 -0.20768 2.05302 0.17
H -0.26608 -1.27055 1.75860 0.24
H 0.01021 0.55645 1.82151 0.18
H 0.76804 1.76336 -0.43498 0.48
H 1.99473 1.40801 -1.06746 0.47
O 1.62528 2.18199 -0.69786 -0.96
```

***

#ii
Density functional theory data (the ωB97M-V functional and the def2-TZVPD basis) for 2 unconnected molecules or ions with the total composition C3H9O2.

Properties
gap between HOMO and LUMO = 6.69 eV
HOMO level = -0.090 Eh
total charge = -1

The geometry in XYZ format:
```
14
Properties=species:S:1:pos:R:3:nbo_charge:R:1
C 0.39053 -1.21785 0.44904 0.02
O 0.61521 -2.47924 0.16446 -0.92
C 0.46734 -0.27677 -0.82170 -0.45
C -0.88403 0.38601 -1.21080 -0.63
H -0.60794 -0.94029 0.95340 0.01
H 1.14614 -0.79910 1.19608 0.04
H 1.21544 0.51497 -0.66454 0.15
H 0.84381 -0.92761 -1.60841 0.21
H -0.92374 1.33841 -0.68016 0.18
H -0.95162 0.64127 -2.26590 0.18
H -1.66866 -0.27902 -0.86551 0.21
H -0.31101 0.75649 1.98634 0.48
H 0.60142 1.63475 1.28828 0.47
O 0.06712 1.64798 2.07943 -0.96
```

***

Each structure's energy above the most stable one, in hartree: #i 0.0094; #ii 0.0000.

***

#i
Density functional theory data (the ωB97M-V functional and the def2-TZVPD basis) for C5H11P in the gas phase.

Properties
gap between HOMO and LUMO (spin up / spin down) = 7.83 / 7.83 eV
HOMO level (spin up / spin down) = -0.286 / -0.285 Eh

The geometry in XYZ format:
```
17
Properties=species:S:1:pos:R:3:nbo_charge:R:1
C 0.48950 2.47461 -0.27822 -0.65
C 1.17684 0.05130 -0.55392 -0.48
C 0.03337 0.96655 -0.16270 -0.28
C 0.69033 -1.38406 -0.44675 -0.73
C -1.89359 -1.55624 1.02117 -0.95
P -1.17683 -1.16152 -0.67709 0.70
H -0.09448 2.96936 0.44274 0.21
H 0.16776 3.00128 -1.30684 0.21
H 1.47195 0.31140 -1.70704 0.21
H 2.17673 0.02103 0.00039 0.20
H -0.29630 0.78272 0.84923 0.17
H 1.61494 2.60631 -0.11241 0.22
H 1.06699 -2.10390 -1.29464 0.23
H 0.81962 -2.05251 0.50228 0.22
H -2.15080 -2.53399 0.94053 0.23
H -1.14995 -1.31199 1.74429 0.22
H -2.94606 -1.08034 1.03898 0.24
```

***

#ii
Density functional theory data (the ωB97M-V functional and the def2-TZVPD basis) for C5H11P in the gas phase.

Properties
gap between HOMO and LUMO = 9.06 eV
HOMO level = -0.316 Eh
structure (SMILES) = [H]/P=C(/C)C(C)C

The geometry in XYZ format:
```
17
Properties=species:S:1:pos:R:3:nbo_charge:R:1
H 2.37141 1.63876 -0.86924 -0.06
P 2.83053 0.32202 -0.20096 0.34
C 1.21497 -0.15497 0.05388 -0.27
C 1.06969 -1.49877 0.52683 -0.72
C 0.04395 0.66671 -0.30282 -0.31
C -0.93527 -0.14161 -1.24306 -0.62
C -0.65774 1.06398 1.02618 -0.59
H 1.35718 -2.19810 -0.37208 0.25
H 1.90840 -1.74762 1.24958 0.24
H 0.09330 -1.77216 1.05210 0.22
H 0.44054 1.63723 -0.71723 0.23
H -1.50284 -0.95659 -0.74244 0.22
H -1.65932 0.52611 -1.75889 0.22
H -0.22692 -0.45729 -2.20946 0.22
H -0.85714 0.08585 1.70245 0.19
H 0.03334 1.69425 1.70232 0.22
H -1.51509 1.59168 0.79494 0.21
```

***

#iii
Density functional theory data (the ωB97M-V functional and the def2-TZVPD basis) for C5H11P in the gas phase.

Properties
gap between HOMO and LUMO = 10.43 eV
HOMO level = -0.338 Eh
structure (SMILES) = CC[C@@H]1P[C@H]1C

The geometry in XYZ format:
```
17
Properties=species:S:1:pos:R:3:nbo_charge:R:1
C 2.10627 -0.73352 -0.14568 -0.61
C 0.79489 -1.48912 -0.16033 -0.38
C -0.39474 -0.52865 0.49206 -0.44
P -2.14666 -0.83969 -0.00459 0.42
C -0.94195 0.50457 -0.44558 -0.44
C -1.12335 1.93667 -0.01070 -0.60
H 2.06153 0.13226 -0.80148 0.20
H 2.91994 -1.37700 -0.47795 0.21
H 2.33505 -0.39090 0.86206 0.20
H 0.85241 -2.39102 0.44785 0.20
H 0.48254 -1.75399 -1.16755 0.20
H -0.18581 -0.24469 1.51235 0.23
H -2.69337 -0.13739 1.07954 -0.05
H -0.58298 0.41724 -1.46833 0.22
H -1.56061 1.98664 0.98128 0.21
H -1.76790 2.47098 -0.70605 0.21
H -0.15527 2.43762 0.01310 0.21
```

***

Each structure's energy above the most stable one, in hartree: #i 0.1123; #ii 0.0522; #iii 0.0000.

***

#i
Density functional theory data (the ωB97M-V functional and the def2-TZVPD basis) for 4 unconnected molecules or ions with the total composition C3H14NO4.

Properties
gap between HOMO and LUMO = 10.03 eV
HOMO level = -0.488 Eh
total charge = +1

The geometry in XYZ format:
```
22
Properties=species:S:1:pos:R:3:nbo_charge:R:1
C 0.46630 0.05341 0.41428 -0.19
C -0.15901 -0.70133 1.53767 -0.57
C -0.47252 0.14703 2.79907 0.45
O -0.27506 -0.25226 3.88991 -0.45
N 0.50853 -0.80830 -0.87715 -0.70
H 1.57215 0.30590 0.53796 0.21
H -0.11780 1.01728 0.15825 0.24
H 0.35762 -1.65182 1.88738 0.25
H -1.17379 -0.93725 1.12709 0.25
H -0.94396 1.05614 2.62919 0.11
H 0.80021 -0.31160 -1.68918 0.46
H -0.46566 -0.98660 -1.05328 0.46
H 1.19080 -1.68142 -0.71852 0.45
H 0.97718 2.78843 -0.89244 0.50
H 2.19260 1.93606 -0.28489 0.49
O 1.45869 1.92241 -0.92120 -0.98
H 0.87485 0.25545 -3.80780 0.48
H -0.19408 -0.69845 -4.47549 0.51
O 0.51586 -0.59280 -3.74096 -0.98
H -2.33642 0.62238 -0.58625 0.49
H -2.61112 -0.43577 -1.66606 0.51
O -2.03585 -0.15425 -0.91926 -0.97
```

***

#ii
Density functional theory data (the ωB97M-V functional and the def2-TZVPD basis) for 4 unconnected molecules or ions with the total composition C3H14NO4.

Properties
gap between HOMO and LUMO = 10.33 eV
HOMO level = -0.505 Eh
total charge = +1

The geometry in XYZ format:
```
22
Properties=species:S:1:pos:R:3:nbo_charge:R:1
O 1.45755 0.57483 -0.43554 -0.46
C 0.47581 1.30212 -0.44325 0.41
C -0.84732 0.68456 -0.98775 -0.35
N -1.35058 -0.68536 -0.56172 -0.50
C -2.82421 -0.76165 -0.95616 -0.42
H 0.49241 2.43318 -0.33054 0.17
H -1.62503 1.41493 -0.73027 0.22
H -0.77334 0.78386 -2.07164 0.27
H -0.72198 -1.40374 -1.05225 0.47
H -1.25939 -0.78021 0.41332 0.44
H -2.81355 -0.67068 -2.12891 0.25
H -3.37084 0.06820 -0.38361 0.25
H -3.14663 -1.78051 -0.62515 0.25
H 0.85104 3.21389 -3.45157 0.48
H 1.16129 1.93040 -4.24248 0.49
O 0.93517 2.28666 -3.36429 -0.96
H 0.06550 -0.58453 4.65734 0.49
H 1.51618 -1.11081 4.83773 0.49
O 0.83408 -0.93240 4.28166 -0.96
H 1.08000 -1.67913 2.64004 0.48
H 2.08341 -2.47671 1.89896 0.48
O 1.15936 -2.16793 1.87117 -0.97
```

***

Each structure's energy above the most stable one, in hartree: #i 0.0000; #ii 0.0075.